One molecule with the formula C2H6N2OP2 in a non-equilibrium geometry, computed with ωB97M-V with the def2-TZVPD basis set.

As for the molar mass: 136.03 u. As for the HOMO energy: -0.3107 Eh. As for the structure (SMILES): C=C(N)O/P=N\P.

CARTESIAN COORDINATES (ANGSTROEM)
C 0.845 -0.071 1.596
C -0.189 -0.727 0.966
N -0.890 -1.727 1.559
O -0.489 -0.483 -0.306
P 0.775 -0.490 -1.345
N 0.677 0.651 -2.348
P -0.448 1.703 -2.943
H 1.238 0.895 1.227
H 0.933 -0.333 2.601
H -0.610 -1.663 2.565
H -1.198 -2.646 1.168
H -1.082 2.014 -1.725
H 0.439 2.878 -3.016



One molecule with the formula C2H6N2OS in a non-equilibrium geometry, computed with ωB97M-V with the def2-TZVPD basis set.

As for the molar mass: 106.15 u. As for the HOMO energy: -0.3263 Eh. As for the structure (SMILES): [H]/N=C(\NO)SC.

CARTESIAN COORDINATES (ANGSTROEM)
H -0.639 2.315 0.190
N 0.071 1.526 -0.044
C -0.494 0.428 -0.007
N -1.900 0.167 0.044
O -2.042 -1.235 -0.036
S 0.412 -1.214 -0.087
C 2.121 -0.387 0.035
H -2.297 0.550 -0.883
H -2.409 -1.539 0.713
H 1.971 0.526 -0.646
H 2.320 0.018 1.029
H 2.887 -1.153 -0.309



no.,DFT total energy (eV)
1,-25775.318
2,-18031.490